Density functional theory data (wB97M-V/def2-TZVPD) for a molecular structure, C41H37F5MgP2S.

```
! wB97M-V def2-TZVPD RIJCOSX def2/J DEFGRID3
* xyz 0 1
Mg 0.1175 0.6560 -2.4417
C -1.7623 1.0521 -3.5142
C -1.6355 -0.2889 -3.1239
C -1.1020 -1.3586 -4.0045
C 0.2395 -1.0004 -4.6680
C 1.1839 -0.1147 -3.8674
C 1.3343 1.2480 -4.1010
C 0.2758 2.1500 -4.7074
C -1.2201 1.6474 -4.7896
C 1.6235 -0.2965 2.4213
H -2.5712 1.6510 -3.0674
H -2.3049 -0.6388 -2.3428
H -1.8017 -1.6996 -4.7977
H -0.9521 -2.2423 -3.3657
H 0.7779 -1.9522 -4.8628
H 0.0811 -0.4668 -5.6189
H 1.9500 -0.6845 -3.3260
H 2.0622 1.7674 -3.4852
H 0.6834 2.3828 -5.7164
H 0.1418 3.0942 -4.1393
H -1.8797 2.5253 -5.0011
H -1.3623 0.9703 -5.6475
H 0.8011 0.4151 2.6430
H 2.5009 -0.0910 3.0420
H 1.2395 -1.2736 2.7772
P -1.5587 -0.8157 0.8233
P 2.2499 -0.0982 0.7657
C -0.2181 -1.1877 -0.3208
C 1.0025 -0.4879 -0.4898
C -2.5490 -2.3441 0.7670
C -2.7177 -3.1438 -0.3824
C -3.5013 -4.3041 -0.3178
C -4.1232 -4.6916 0.8784
C -3.9579 -3.8904 2.0284
C -3.1894 -2.7339 1.9621
C -2.6540 0.4039 -0.0691
C -2.2122 1.5530 -0.6891
C -2.9326 2.7188 -0.7229
C -4.3152 2.6010 -0.6901
C -4.8641 1.3306 -0.5131
C -4.0527 0.2553 -0.1507
C 3.6873 -1.1958 0.6857
C 3.5583 -2.5736 0.9380
C 4.6889 -3.3847 1.0295
C 5.9659 -2.8602 0.8116
C 6.0820 -1.5127 0.4801
C 4.9600 -0.6908 0.4067
C 2.8422 1.5561 0.3473
C 2.5851 2.6579 1.1661
C 2.7207 3.9454 0.6690
C 3.0937 4.1722 -0.6543
C 3.3555 3.0686 -1.4649
C 3.2543 1.7684 -0.9768
H -0.2970 -2.2164 -0.7425
H 1.5942 -0.7039 -1.4283
H -2.2413 -2.8621 -1.3219
H -3.6465 -4.8957 -1.2345
H -4.7328 -5.6052 0.9178
H -4.4588 -4.1709 2.9659
H -3.0772 -2.1150 2.8590
H -1.1758 1.5210 -1.0762
H -2.3910 3.6642 -0.7061
H -4.9319 3.5089 -0.7267
H -5.9462 1.2153 -0.6374
H -4.4986 -0.7267 -0.0598
H 2.5655 -2.9870 1.0965
H 4.5520 -4.4225 1.3123
H 6.8433 -3.5044 0.8918
H 7.0706 -1.0881 0.3103
H 5.1144 0.3596 0.1706
H 2.1415 2.5321 2.1577
H 2.4698 4.7961 1.2995
H 3.1399 5.1818 -1.0676
H 3.6530 3.2142 -2.4997
H 3.4033 0.9382 -1.6808
F -0.6673 -0.1286 8.2762
C -0.7685 0.3722 7.0345
C -0.8454 1.7468 6.8206
F -0.8232 2.5946 7.8657
C -0.9619 2.2699 5.5442
F -0.9530 3.6161 5.4136
C -1.0174 1.4334 4.3934
S -0.9840 2.0276 2.8243
C -0.9988 0.0380 4.6754
F -1.1029 -0.8795 3.6597
C -0.8482 -0.4788 5.9421
F -0.8004 -1.8128 6.1381
*
```

Summary:
LUMO level (alpha / beta) (eV): -0.88 / -0.61
HOMO level (alpha / beta) (eV): -6.023 / -6.057
Gap between HOMO and LUMO (alpha / beta) (eV): 5.1 / 5.4

Density functional theory data (wB97M-V/def2-TZVPD) for a molecular structure, C41H38CaCl3N4O6SSbSe4Si.

```
! wB97M-V def2-TZVPD RIJCOSX def2/J DEFGRID3
* xyz -2 1
Ca 0.3091 0.5056 0.0857
O -1.3669 -1.5254 3.7604
S -0.2952 -1.4048 2.7612
O -0.5951 -2.0178 1.5195
N 0.2631 0.0382 2.4827
C 0.0941 1.0279 3.5008
C 0.3563 0.8097 4.8303
C 0.2026 1.8664 5.7318
C -0.1721 3.1046 5.3288
C -0.5067 3.3080 3.9603
C -0.9773 4.5819 3.5058
C -1.4062 4.6516 2.2302
C -1.2957 3.5254 1.3591
N -0.7067 2.4360 1.7465
C -0.4248 2.2872 3.0835
C 1.0186 -2.4522 3.4736
C 0.8319 -3.8152 3.4432
C 1.8538 -4.6074 4.0452
C 2.9610 -4.0118 4.6550
C 3.1537 -2.6752 4.4886
C 2.1952 -1.8820 3.8992
H 0.8971 -0.0776 5.0250
H 0.4554 1.7478 6.7581
H -0.4060 3.8494 6.0380
H -1.0787 5.3713 4.2341
H -1.9737 5.5583 1.9660
H -1.7059 3.5218 0.3012
H -0.1017 -4.1928 2.9574
H 1.7339 -5.6726 3.9255
H 3.7265 -4.6278 5.0861
H 4.1192 -2.2947 4.7853
H 2.3132 -0.7724 3.7848
C -3.7312 5.2280 -5.2348
O -2.8980 4.8477 -4.1751
C -3.0060 3.6488 -3.4935
C -4.2288 2.9724 -3.2025
C -4.1225 1.8071 -2.4868
C -2.9048 1.2855 -1.9716
C -2.9187 0.1475 -1.1208
C -4.1858 -0.5984 -0.9160
O -1.9421 -0.3720 -0.5444
C -1.7050 2.0972 -2.0751
O -0.6262 1.7404 -1.5188
C -1.8458 3.2565 -2.8698
H -3.3470 4.8262 -6.1713
H -3.7446 6.3536 -5.4468
H -4.7768 4.9192 -5.1269
H -5.1783 3.3298 -3.5534
H -5.0361 1.2637 -2.2841
H -4.5865 -1.0707 -1.7844
H -4.9567 -0.0025 -0.4194
H -3.9778 -1.3670 -0.1636
H -0.9162 3.7565 -3.0745
C 3.3210 2.5464 1.9702
Si 3.2596 2.4157 0.0844
C 1.9361 3.7163 -0.3956
C 4.9580 2.8837 -0.6678
N 2.6935 0.8345 -0.1709
C 3.2640 -0.3799 0.1977
C 4.4680 -0.5273 0.9268
C 4.8252 -1.7434 1.4324
C 4.1638 -2.9260 1.1652
C 3.0139 -2.8458 0.3848
C 2.5993 -1.5925 -0.0679
O 1.3375 -1.4791 -0.6285
C 0.9677 -2.3585 -1.6100
C 1.8155 -2.6397 -2.6916
C 1.4690 -3.6090 -3.6176
C 0.2202 -4.2423 -3.5513
C -0.6236 -3.9964 -2.4436
C -0.2805 -3.0191 -1.4885
H 3.4197 3.5509 2.3804
H 4.1303 1.9781 2.4213
H 2.3415 2.1960 2.3701
H 2.1865 4.6931 0.0278
H 0.8885 3.5361 -0.1030
H 1.9406 3.8820 -1.4813
H 5.1020 3.9931 -0.7332
H 4.8649 2.4766 -1.6851
H 5.8079 2.3873 -0.2253
H 4.9800 0.4096 1.1076
H 5.6083 -1.7993 2.1148
H 4.4813 -3.9439 1.4342
H 2.4728 -3.7537 0.1194
H 2.7016 -2.1000 -2.6913
H 2.2236 -3.7429 -4.4253
H -0.0331 -5.0375 -4.2934
H -1.5814 -4.4626 -2.2926
H -0.9343 -2.8206 -0.6766
Cl -3.1239 -2.4501 -7.8697
C -2.1840 -2.1243 -6.4442
Cl -2.3762 -0.5262 -5.8446
Cl -2.4479 -3.3696 -5.2414
C -0.7993 -2.2632 -6.8818
N 0.2290 -2.5006 -7.3227
Se -6.5177 -3.3758 2.5977
Sb -5.4055 -4.3792 0.7775
Se -4.1464 -6.2605 1.3709
Se -4.2410 -5.3893 -2.7472
Se -5.8329 -4.0721 -1.7109
*
```

Summary:
LUMO level (eV): 2.98
Energy above the lowest of the compared OMol25 structures with the same formula, charge and spin (eV): 0.162
HOMO level (eV): -2.709
Gap between HOMO and LUMO (eV): 5.7

Density functional theory data (wB97M-V/def2-TZVPD) for a molecular structure, C41H38N4O2P3Se3V.

```
! wB97M-V def2-TZVPD RIJCOSX def2/J DEFGRID3
* xyz -1 4
V -0.6427 -0.1757 0.2929
C 1.3352 2.7557 2.6037
C 0.3900 1.9085 1.8311
N 0.7663 0.9346 1.0628
O 2.1492 0.7010 1.0573
C -1.0618 2.1099 1.8613
C -1.7495 3.2356 2.5523
N -1.7010 1.2245 1.1326
O -2.9740 1.3173 0.9265
H 2.3536 2.4063 2.4724
H 1.0778 2.7302 3.6661
H 1.2672 3.7920 2.2654
H 2.3427 0.6745 0.0784
H -1.2627 4.1933 2.3482
H -1.7662 3.1000 3.6392
H -2.7751 3.2747 2.1930
N 0.4159 -2.7910 1.3397
P -0.3808 -1.5795 2.2278
C -1.7265 -2.4049 3.1336
C -1.6040 -3.6976 3.6323
C -2.6496 -4.2884 4.3289
C -3.8269 -3.5792 4.5403
C -3.9550 -2.2843 4.0513
C -2.9108 -1.6996 3.3407
C 0.7650 -1.1585 3.5776
C 0.3050 -0.4197 4.6709
C 1.1914 0.0090 5.6503
C 2.5462 -0.2959 5.5439
C 3.0065 -1.0258 4.4576
C 2.1196 -1.4479 3.4713
P 0.7750 -2.2749 -0.2724
C 2.4630 -3.0260 -0.3419
C 3.6079 -2.2710 -0.5724
C 4.8665 -2.8720 -0.5515
C 4.9924 -4.2260 -0.2901
C 3.8507 -4.9919 -0.0615
C 2.5986 -4.3962 -0.0953
C -0.1354 -3.4025 -1.3777
C -0.8166 -4.5327 -0.9472
C -1.5252 -5.3131 -1.8529
C -1.5601 -4.9577 -3.1969
C -0.8880 -3.8215 -3.6282
C -0.1770 -3.0436 -2.7209
H 0.7195 -3.6790 1.7165
H -0.6854 -4.2549 3.4838
H -2.5462 -5.2975 4.7089
H -4.6459 -4.0405 5.0797
H -4.8769 -1.7341 4.2008
H -3.0282 -0.7083 2.9097
H -0.7508 -0.1833 4.7601
H 0.8274 0.5831 6.4942
H 3.2410 0.0430 6.3042
H 4.0605 -1.2574 4.3648
H 2.4864 -1.9861 2.6046
H 3.5164 -1.2171 -0.7882
H 5.7448 -2.2670 -0.7453
H 5.9720 -4.6906 -0.2709
H 3.9365 -6.0545 0.1317
H 1.7172 -5.0167 0.0448
H -0.8417 -4.7782 0.1102
H -2.0707 -6.1837 -1.5060
H -2.1261 -5.5545 -3.9029
H -0.9368 -3.5239 -4.6675
H 0.3221 -2.1378 -3.0553
Se -1.1671 1.0580 -1.7967
P -3.0607 0.0090 -1.4128
Se -2.9193 -1.7278 -0.1100
C -4.5843 0.9855 -1.2540
C -5.6192 0.5709 -0.4258
C -6.8014 1.3033 -0.3792
C -6.9423 2.4555 -1.1445
C -5.8963 2.8784 -1.9568
C -4.7193 2.1446 -2.0126
C -3.4626 -0.7681 -3.0716
C -4.5713 -1.6212 -3.1496
C -4.9366 -2.2195 -4.3450
C -4.1985 -1.9728 -5.5026
C -3.1042 -1.1261 -5.4404
C -2.7380 -0.5281 -4.2322
H -5.4864 -0.3167 0.1829
H -7.6122 0.9761 0.2616
H -7.8633 3.0242 -1.1069
H -5.9963 3.7831 -2.5456
H -3.9006 2.4704 -2.6440
H -5.1450 -1.8337 -2.2538
H -5.7958 -2.8803 -4.3769
H -4.4789 -2.4393 -6.4402
H -2.5212 -0.9239 -6.3326
H -1.8728 0.1203 -4.1937
Se 2.2157 0.7701 -2.4459
C 3.8482 1.6268 -2.5326
N 4.8827 2.1541 -2.5826
*
```

Summary:
LUMO level (alpha / beta) (eV): 2.22 / 2.22
⟨S²⟩: 3.771
Energy above the lowest of the compared OMol25 structures with the same formula, charge and spin (eV): 1.005
HOMO level (alpha / beta) (eV): -4.361 / -4.516
Gap between HOMO and LUMO (alpha / beta) (eV): 6.6 / 6.7

Density functional theory data (wB97M-V/def2-TZVPD) for a molecular structure, C41H38N8O10Y.

```
! wB97M-V def2-TZVPD RIJCOSX def2/J DEFGRID3
* xyz -1 1
Y 0.2501 -1.1263 0.6665
C 0.1440 2.8767 3.9726
C -0.1692 3.5288 2.6387
C 0.9251 4.1137 1.9510
C 0.8474 4.6332 0.6493
C 2.0093 5.1219 -0.0958
C -0.4104 4.5246 0.0763
C -1.5472 4.1228 0.7050
C -2.8127 4.0007 -0.0067
C -1.4468 3.6570 2.1007
H -0.7877 2.8851 4.6250
H 0.9721 3.3517 4.4304
H 0.3667 1.8194 3.7409
H 1.8301 4.0762 2.5386
H 2.3450 4.5263 -0.8938
H 2.8556 5.2199 0.6105
H 1.8413 6.1005 -0.4761
H -0.5223 4.8857 -0.9557
H -3.5903 4.5326 0.6558
H -3.2099 3.0102 -0.2054
H -2.7277 4.5955 -0.9138
H -2.3062 3.2288 2.6368
C -5.1698 -0.5473 3.0303
C -4.6516 -1.7968 2.7325
C -3.3144 -2.0640 2.5217
C -2.4377 -0.9341 2.6503
C -3.0042 0.3581 2.7656
C -4.3560 0.5485 3.0019
N -1.0636 -1.0155 2.6403
C -0.3157 -1.0723 3.7390
C -0.6405 -0.4963 4.9772
C 0.2565 -0.3412 6.0168
C 1.5741 -0.9245 5.9222
C 1.9117 -1.6153 4.7925
C 1.0214 -1.6217 3.6560
N 1.4817 -2.0450 2.4931
N 2.7147 -2.4945 2.4671
C 2.9084 -3.0137 1.2591
C 4.1725 -3.6644 1.1325
C 4.4924 -4.3139 -0.0312
C 3.5233 -4.2519 -1.1092
C 2.3741 -3.5162 -0.9620
N 2.0537 -2.9352 0.2475
H -6.2147 -0.4104 3.3472
H -5.3390 -2.5839 2.6572
H -2.9854 -3.0341 2.1813
H -2.3531 1.1979 2.6085
H -4.7380 1.5304 3.2857
H -1.6343 -0.0422 5.0927
H -0.1171 0.1687 6.8913
H 2.2274 -0.7150 6.7994
H 2.8195 -2.1216 4.5882
H 4.8471 -3.5608 1.9809
H 5.5061 -4.6435 -0.1439
H 3.6311 -4.8225 -2.0852
H 1.6568 -3.4576 -1.7684
O -3.3466 1.0398 -1.0677
C -2.5075 0.1708 -0.7721
O -1.4306 0.2392 -0.1278
C -2.9793 -1.1866 -1.3599
C -4.0119 -1.1579 -2.3131
C -4.3973 -2.3196 -2.9260
C -3.6909 -3.5112 -2.8953
C -2.6117 -3.5315 -1.9276
C -2.2379 -2.3743 -1.1521
O -1.2364 -2.4780 -0.3290
N -1.6443 -4.7002 -1.9042
O -0.4584 -4.4809 -2.1233
O -2.1385 -5.8327 -1.8187
N -5.6042 -2.2633 -3.7385
O -6.0142 -3.3332 -4.2374
O -6.1834 -1.1754 -3.8147
H -4.5472 -0.2740 -2.5953
H -3.9105 -4.3696 -3.5385
C 1.7445 2.1812 -5.3063
C 1.3055 1.1259 -4.2764
C 2.4691 0.6045 -3.3325
C 3.6428 0.1675 -4.2298
C 4.8086 -0.6172 -3.5904
C 2.9917 1.7096 -2.4278
O 3.9128 2.4293 -2.6978
N 2.3629 1.8220 -1.1383
C 1.7938 0.6894 -0.5652
O 1.4701 0.7801 0.6610
N 1.5194 -0.3637 -1.2593
C 1.7912 -0.6025 -2.5668
O 1.3579 -1.6071 -3.0857
H 2.4361 2.9249 -4.8565
H 0.8840 2.7293 -5.6085
H 2.1758 1.7011 -6.2092
H 0.7866 0.2538 -4.6289
H 0.5782 1.5576 -3.6238
H 4.0474 1.0787 -4.7130
H 3.1370 -0.3791 -5.0373
H 5.2257 -0.0539 -2.7661
H 5.5227 -0.9777 -4.3887
H 4.3792 -1.4187 -3.0197
H 2.9145 2.3704 -0.5207
*
```

Summary:
LUMO level (alpha / beta) (eV): 0.41 / 0.33
Energy above the lowest of the compared OMol25 structures with the same formula, charge and spin (eV): 1.985
HOMO level (alpha / beta) (eV): -5.619 / -5.544
Gap between HOMO and LUMO (alpha / beta) (eV): 6.0 / 5.9

Density functional theory data (wB97M-V/def2-TZVPD) for a molecular structure, C41H39Br2F4N3OPSTi.

```
! wB97M-V def2-TZVPD RIJCOSX def2/J DEFGRID3
* xyz 1 3
Ti -0.4591 0.1480 -0.2705
C -1.7072 -5.1433 5.1693
C -0.7472 -3.9978 5.5206
C 0.4852 -4.5953 6.1996
C -1.4312 -3.0442 6.5104
C -0.3870 -3.2339 4.2480
C -1.3875 -2.6316 3.4962
C -1.0415 -1.9832 2.3370
Br -2.4124 -1.1070 1.3074
C 0.2549 -1.8722 1.8261
O 0.4662 -1.3103 0.6414
C 1.2820 -2.3997 2.6302
C 0.9190 -3.0869 3.7891
C 2.7756 -2.3117 2.2580
C 3.2044 -3.6503 1.6411
C 3.1074 -1.1907 1.2620
C 3.6291 -2.0313 3.5081
H -1.9758 -5.6985 6.0698
H -1.2395 -5.8348 4.4664
H -2.6285 -4.7731 4.7174
H 0.1771 -5.1358 7.0954
H 1.1917 -3.8218 6.5066
H 0.9996 -5.3023 5.5458
H -1.7002 -3.5772 7.4241
H -2.3434 -2.6173 6.0915
H -0.7634 -2.2228 6.7760
H -2.4244 -2.6706 3.8033
H 1.7080 -3.5399 4.3665
H 2.6273 -3.8566 0.7371
H 3.0434 -4.4733 2.3392
H 4.2644 -3.6279 1.3773
H 2.6948 -1.3887 0.2761
H 4.1942 -1.1154 1.1756
H 2.7238 -0.2284 1.6125
H 3.5907 -2.8343 4.2400
H 3.3048 -1.1100 3.9959
H 4.6741 -1.9148 3.2159
C 0.4833 5.0403 1.6398
N 1.2841 4.2977 0.6783
C 2.3423 4.8052 -0.0508
C 2.8007 3.8195 -0.8290
N 2.0220 2.6839 -0.5740
C 1.0717 3.0036 0.3637
S -0.1668 2.1135 1.1066
C 2.3000 1.4558 -1.2196
C 3.5869 1.2382 -1.7013
C 3.8410 0.1227 -2.4695
C 2.8094 -0.7697 -2.7318
C 1.5921 -0.5230 -2.1461
N 1.3316 0.5602 -1.3897
H 0.8742 6.0520 1.6996
H 0.5361 4.5683 2.6186
H -0.5577 5.0612 1.3218
H 2.6615 5.8275 0.0375
H 3.5691 3.8384 -1.5766
H 4.3869 1.9217 -1.4596
H 4.8368 -0.0546 -2.8520
H 2.9572 -1.6479 -3.3422
H 0.7703 -1.2205 -2.2731
F -7.2554 3.7656 -3.2176
C -6.0721 3.2173 -3.0167
C -5.1924 3.0661 -4.0694
F -5.5314 3.4758 -5.2817
C -3.9559 2.4960 -3.8405
F -3.1330 2.3976 -4.8858
C -3.5553 2.0504 -2.5869
P -1.8962 1.2893 -2.3536
C -1.8105 -0.1314 -3.4931
C -1.9630 -1.3738 -2.8674
C -1.8526 -2.5535 -3.5890
C -1.5749 -2.5007 -4.9465
C -1.4151 -1.2731 -5.5772
C -1.5352 -0.0922 -4.8594
C -0.8125 2.6090 -3.0091
C -1.0747 3.9152 -2.5909
C -0.2445 4.9590 -2.9706
C 0.8623 4.7089 -3.7714
C 1.1387 3.4117 -4.1768
C 0.3125 2.3641 -3.7925
C -4.4641 2.2236 -1.5313
Br -4.0555 1.7299 0.2374
C -5.7028 2.8001 -1.7520
F -6.5616 2.9734 -0.7552
H -2.1996 -1.4192 -1.8054
H -1.9851 -3.5054 -3.0924
H -1.4851 -3.4162 -5.5157
H -1.1987 -1.2331 -6.6364
H -1.4052 0.8529 -5.3617
H -1.9463 4.1182 -1.9779
H -0.4731 5.9689 -2.6554
H 1.5012 5.5243 -4.0841
H 1.9944 3.2119 -4.8096
H 0.5407 1.3601 -4.1213
*
```

Summary:
LUMO level (alpha / beta) (eV): -2.62 / -2.85
⟨S²⟩: 2.006
Energy above the lowest of the compared OMol25 structures with the same formula, charge and spin (eV): 0.267
HOMO level (alpha / beta) (eV): -9.102 / -9.879
Gap between HOMO and LUMO (alpha / beta) (eV): 6.5 / 7.0

Number 1: largest force on an atom 0.09655 hartree/bohr, DFT total energy -91553.854 eV. Number 2: largest force on an atom 0.06491 hartree/bohr, DFT total energy -404026.617 eV. Number 3: largest force on an atom 0.04257 hartree/bohr, DFT total energy -302785.571 eV. Number 4: largest force on an atom 0.07818 hartree/bohr, DFT total energy -76574.528 eV. Number 5: largest force on an atom 0.01001 hartree/bohr, DFT total energy -243859.108 eV.